[1]
151
Properties=species:S:1:pos:R:3 method="wB97M-V/def2-TZVPD" spin_multiplicity=1 homo_lumo_gap_ev=8.6
C 2.176 -6.761 1.317
C 1.300 -6.460 2.544
C 1.484 -5.096 3.219
I 3.603 -4.711 3.514
C 0.691 -3.895 2.680
O -0.674 -4.243 2.954
C -1.429 -3.221 3.578
C -2.916 -3.546 3.324
C -3.799 -2.340 3.693
C -3.811 -1.204 2.670
C -4.399 -1.589 1.307
N -5.826 -1.207 1.140
C -6.643 -1.517 2.256
N -7.030 -0.656 3.071
N -7.069 -2.840 2.424
C 0.878 -3.479 1.148
C 1.581 -2.111 1.139
C 3.127 -2.290 1.058
O 3.766 -1.733 2.194
Si 5.280 -1.060 1.875
C 6.343 -1.445 3.398
C 5.079 0.806 1.792
C 6.172 -1.797 0.391
N -0.455 -3.530 0.494
I -0.844 -5.443 -0.246
C -0.624 -2.645 -0.690
C -1.919 -2.841 -1.476
C -2.370 -1.493 -2.075
O -1.620 -1.336 -3.309
H 1.616 -7.165 0.478
H 2.893 -7.537 1.579
H 2.762 -5.922 0.953
H 0.239 -6.635 2.381
H 1.581 -7.194 3.299
H 1.127 -5.232 4.234
H 0.913 -3.061 3.341
H -1.233 -2.232 3.155
H -1.219 -3.164 4.651
H -3.142 -4.371 3.997
H -2.979 -3.831 2.278
H -4.819 -2.705 3.820
H -3.487 -1.940 4.658
H -2.814 -0.829 2.458
H -4.355 -0.338 3.035
H -4.196 -2.636 1.064
H -3.853 -0.993 0.582
H -6.147 -1.705 0.316
H -6.654 0.240 2.767
H -6.312 -3.486 2.237
H -7.338 -2.901 3.399
H 1.538 -4.174 0.626
H 1.422 -1.522 2.037
H 1.339 -1.445 0.320
H 3.478 -1.812 0.137
H 3.365 -3.351 0.930
H 5.676 -1.431 4.262
H 7.166 -0.745 3.509
H 6.706 -2.470 3.328
H 6.043 1.272 1.596
H 4.653 1.094 2.766
H 4.311 1.030 1.048
H 5.913 -1.222 -0.499
H 7.241 -1.635 0.530
H 6.001 -2.859 0.226
H 0.224 -2.701 -1.392
H -0.632 -1.613 -0.325
H -1.802 -3.479 -2.343
H -2.745 -3.194 -0.857
H -2.097 -0.646 -1.451
H -3.418 -1.513 -2.363
H -1.045 -0.573 -3.220
Cl 6.253 4.683 1.660
C 7.615 4.855 0.526
C 7.589 3.798 -0.546
Cl 7.927 2.173 0.104
H 8.537 4.821 1.099
H 7.530 5.841 0.071
H 8.355 4.011 -1.291
H 6.625 3.761 -1.050
Cl -5.628 -0.626 -2.682
C -5.824 -0.947 -4.429
C -6.510 0.188 -5.144
Cl -8.222 0.333 -4.677
H -6.374 -1.878 -4.540
H -4.823 -1.089 -4.833
H -6.490 0.010 -6.218
H -6.025 1.140 -4.946
Cl -10.910 -4.009 4.318
C -10.295 -3.769 2.660
C -11.248 -2.971 1.808
Cl -12.744 -3.872 1.444
H -10.098 -4.748 2.230
H -9.351 -3.238 2.747
H -10.778 -2.738 0.854
H -11.526 -2.037 2.289
Cl 2.361 2.926 5.181
C 3.672 3.867 5.936
C 4.877 3.964 5.041
Cl 5.684 2.393 4.849
H 3.917 3.399 6.886
H 3.277 4.862 6.134
H 5.605 4.647 5.477
H 4.616 4.332 4.052
Cl -1.621 0.883 1.745
C -2.006 2.629 1.749
C -2.939 3.008 2.868
Cl -4.578 2.346 2.628
H -2.431 2.881 0.780
H -1.059 3.157 1.858
H -3.039 4.091 2.909
H -2.574 2.661 3.829
Cl -9.624 3.036 0.059
C -8.407 2.280 -1.005
C -6.996 2.563 -0.547
Cl -6.525 4.275 -0.742
H -8.582 2.631 -2.015
H -8.587 1.205 -0.981
H -6.291 1.978 -1.136
H -6.867 2.302 0.499
Cl -7.664 3.542 -7.038
C -7.890 4.843 -5.839
C -6.780 4.872 -4.821
Cl -6.824 3.455 -3.745
H -8.859 4.702 -5.368
H -7.907 5.782 -6.390
H -6.881 5.753 -4.187
H -5.803 4.903 -5.297
Cl 1.995 -1.357 -2.418
C 3.103 -2.185 -3.545
C 4.544 -2.054 -3.127
Cl 5.136 -0.381 -3.294
H 2.939 -1.776 -4.539
H 2.815 -3.236 -3.555
H 5.169 -2.677 -3.765
H 4.692 -2.363 -2.094
Cl 8.470 2.136 -5.299
C 7.190 3.218 -4.697
C 7.626 4.662 -4.684
Cl 8.885 4.975 -3.464
H 6.902 2.878 -3.705
H 6.336 3.099 -5.362
H 6.779 5.300 -4.435
H 8.015 4.972 -5.651
Cl 11.994 6.677 -2.963
C 12.526 6.650 -4.664
C 11.823 7.690 -5.501
Cl 10.094 7.322 -5.730
H 12.361 5.648 -5.052
H 13.597 6.846 -4.662
H 12.271 7.727 -6.493
H 11.899 8.678 -5.054

[2]
139
Properties=species:S:1:pos:R:3 method="wB97M-V/def2-TZVPD" relative_energy_ev=0.160 spin_multiplicity=1 homo_lumo_gap_ev=8.5
Mg 14.238 16.280 11.097
C 17.227 16.995 11.698
O 15.914 16.587 11.685
H 17.736 16.712 10.767
H 17.341 18.083 11.908
H 17.781 16.505 12.566
O 12.880 15.157 11.878
H 12.944 14.190 11.749
C 5.930 15.010 10.554
C 5.059 14.195 11.544
O 5.492 14.365 12.929
H 6.856 14.569 10.627
H 5.984 16.043 10.798
H 5.608 14.848 9.500
H 5.071 13.122 11.397
H 3.985 14.409 11.598
H 6.448 14.357 12.955
C 15.898 13.184 11.032
C 15.823 14.095 9.781
O 14.561 14.764 9.711
H 16.775 12.495 11.061
H 14.992 12.548 11.056
H 15.938 13.671 11.993
H 15.890 13.479 8.887
H 16.621 14.813 9.737
H 13.918 14.038 9.744
C 7.228 16.501 15.224
C 8.796 16.446 15.530
O 9.231 15.036 15.467
H 6.632 15.959 15.968
H 7.003 15.876 14.335
H 6.819 17.480 15.030
H 8.962 16.806 16.520
H 9.249 17.026 14.732
H 8.826 14.741 14.641
C 8.815 11.937 14.513
C 8.056 12.325 13.260
O 8.172 13.729 13.087
H 8.740 12.768 15.212
H 9.947 11.787 14.376
H 8.430 11.054 15.011
H 6.995 12.077 13.276
H 8.434 11.856 12.324
H 8.913 13.850 12.481
C 16.522 20.828 14.900
C 16.542 19.312 14.898
O 15.227 18.843 14.512
H 15.715 21.076 15.624
H 16.240 21.265 13.897
H 17.475 21.215 15.169
H 16.880 18.961 15.939
H 17.242 18.915 14.124
H 14.722 18.763 15.306
C 12.235 19.903 17.931
C 12.689 18.452 17.881
O 13.106 18.164 16.587
H 11.543 20.288 17.179
H 13.062 20.541 17.779
H 12.011 20.167 19.028
H 11.963 17.720 18.161
H 13.449 18.358 18.623
H 12.906 17.224 16.376
C 10.355 15.749 9.323
C 9.581 15.948 10.629
O 10.170 15.113 11.635
H 10.164 14.793 8.768
H 11.439 15.804 9.559
H 10.145 16.510 8.565
H 8.518 15.649 10.514
H 9.548 17.006 10.849
H 11.141 15.171 11.665
C 15.039 19.553 10.343
C 14.949 18.581 9.136
O 13.929 17.609 9.352
H 15.286 19.097 11.290
H 14.222 20.275 10.384
H 15.975 20.171 10.116
H 15.952 18.137 8.948
H 14.693 19.103 8.193
H 13.776 17.057 8.585
C 11.687 19.489 13.064
C 12.080 18.038 12.931
O 13.416 17.884 12.481
H 12.410 20.010 13.645
H 10.810 19.664 13.595
H 11.622 19.893 12.041
H 11.429 17.536 12.182
H 11.950 17.387 13.853
H 14.015 18.272 13.225
N 8.646 10.384 9.844
C 8.405 11.638 9.404
C 7.073 11.702 9.027
C 6.498 10.384 9.331
C 7.542 9.609 9.779
H 9.614 10.108 10.051
H 9.212 12.340 9.539
H 6.532 12.588 8.761
H 5.456 10.077 9.252
H 7.654 8.544 9.997
N 14.064 11.802 15.033
C 13.664 10.485 14.939
C 14.519 9.819 14.092
C 15.531 10.754 13.709
C 15.177 11.998 14.234
H 13.632 12.555 15.543
H 12.892 10.092 15.521
H 14.502 8.702 13.997
H 16.411 10.435 13.186
H 15.628 12.968 14.194
N 13.015 11.148 11.506
C 13.594 10.828 10.342
C 13.114 11.651 9.386
C 12.048 12.447 10.026
C 12.134 12.086 11.334
H 13.343 10.660 12.330
H 14.501 10.202 10.267
H 13.416 11.652 8.355
H 11.343 13.163 9.579
H 11.498 12.411 12.188
N 13.337 15.190 14.692
C 12.607 14.681 15.682
C 13.433 14.841 16.837
C 14.715 15.337 16.389
C 14.564 15.575 15.062
H 13.029 15.342 13.685
H 11.522 14.470 15.510
H 13.260 14.450 17.806
H 15.605 15.615 16.904
H 15.260 15.921 14.283
N 12.617 17.431 5.411
C 12.049 16.371 6.084
C 13.052 15.577 6.653
C 14.286 16.271 6.402
C 13.994 17.385 5.588
H 12.109 18.087 4.881
H 10.978 16.125 6.124
H 12.938 14.717 7.258
H 15.283 15.936 6.650
H 14.665 18.139 5.249

[3]
132
Properties=species:S:1:pos:R:3 method="wB97M-V/def2-TZVPD" spin_multiplicity=1 smiles="CC1(C)CCCC(C)(C)N1O.CC1(C)CCCC(C)(C)N1O.CC1(C)CCCC(C)(C)N1O.CC1(C)CCCC(C)(C)N1O.CN(C)C=O" homo_lumo_gap_ev=7.8
C -6.758 -29.778 -16.098
C -5.531 -30.487 -16.674
C -4.526 -30.705 -15.515
C -6.016 -31.969 -17.057
C -6.674 -32.123 -18.424
C -5.828 -31.504 -19.541
C -5.470 -29.892 -19.293
C -4.415 -29.330 -20.364
C -6.702 -29.022 -19.326
N -4.827 -29.864 -17.904
O -4.245 -28.601 -17.572
H -6.939 -28.901 -16.719
H -7.688 -30.346 -16.083
H -6.622 -29.366 -15.098
H -4.021 -29.812 -15.146
H -5.026 -30.969 -14.583
H -3.768 -31.319 -16.000
H -5.168 -32.651 -17.109
H -6.650 -32.434 -16.302
H -6.755 -33.206 -18.513
H -7.697 -31.747 -18.441
H -6.490 -31.638 -20.397
H -4.819 -31.878 -19.712
H -3.930 -30.077 -20.992
H -3.575 -28.757 -19.971
H -4.862 -28.669 -21.106
H -7.508 -29.213 -18.618
H -7.154 -28.965 -20.316
H -6.377 -28.002 -19.118
H -3.356 -28.862 -17.320
C -9.186 -22.781 -13.312
C -8.258 -22.059 -12.317
C -9.129 -21.521 -11.143
C -7.284 -23.177 -11.827
C -6.108 -22.669 -10.988
C -5.484 -21.567 -11.862
C -6.302 -20.422 -12.355
C -6.440 -19.251 -11.396
C -5.439 -19.821 -13.509
N -7.479 -20.972 -12.930
O -8.228 -20.035 -13.667
H -9.994 -22.159 -13.698
H -8.629 -23.193 -14.154
H -9.784 -23.539 -12.807
H -8.590 -21.479 -10.197
H -9.488 -20.502 -11.289
H -10.045 -22.111 -11.155
H -7.701 -23.829 -11.060
H -6.732 -23.686 -12.617
H -6.429 -22.116 -10.106
H -5.377 -23.455 -10.795
H -4.928 -22.137 -12.606
H -4.777 -21.108 -11.170
H -5.408 -18.975 -11.181
H -7.110 -19.482 -10.568
H -6.917 -18.330 -11.730
H -5.835 -18.871 -13.870
H -5.420 -20.582 -14.289
H -4.443 -19.737 -13.075
H -7.892 -20.230 -14.545
C 0.279 -27.682 -12.722
C 0.799 -28.681 -11.607
C 1.075 -30.149 -12.064
C 2.093 -27.944 -11.099
C 2.561 -28.362 -9.648
C 1.438 -28.183 -8.664
C 0.066 -28.895 -9.138
C 0.149 -30.417 -8.599
C -0.995 -28.018 -8.338
N -0.273 -28.703 -10.583
O -1.418 -29.288 -11.018
H -0.453 -28.169 -13.366
H -0.025 -26.706 -12.346
H 1.083 -27.514 -13.439
H 0.477 -30.355 -12.952
H 2.146 -30.124 -12.264
H 0.822 -30.842 -11.262
H 2.875 -28.081 -11.846
H 1.994 -26.863 -11.189
H 2.732 -29.437 -9.593
H 3.479 -27.887 -9.300
H 1.327 -27.195 -8.216
H 1.760 -28.732 -7.779
H 0.311 -30.394 -7.522
H 0.982 -30.990 -9.007
H -0.809 -30.918 -8.737
H -1.241 -26.957 -8.382
H -1.104 -28.126 -7.259
H -1.976 -28.412 -8.603
H -2.074 -28.636 -10.762
C -5.677 -24.011 -7.956
C -6.077 -25.174 -7.034
C -5.013 -26.230 -7.158
C -6.121 -24.710 -5.611
C -7.429 -23.866 -5.361
C -8.661 -24.587 -5.691
C -8.676 -25.098 -7.208
C -9.831 -26.162 -7.304
C -8.873 -23.918 -8.142
N -7.336 -25.792 -7.534
O -7.272 -26.326 -8.753
H -6.202 -24.134 -8.903
H -5.804 -22.964 -7.680
H -4.626 -24.105 -8.228
H -4.685 -26.442 -8.176
H -4.108 -25.982 -6.604
H -5.188 -27.165 -6.626
H -5.916 -25.459 -4.846
H -5.291 -24.055 -5.348
H -7.547 -23.596 -4.312
H -7.390 -22.920 -5.901
H -9.458 -23.880 -5.461
H -8.804 -25.482 -5.087
H -9.558 -26.992 -6.653
H -9.960 -26.549 -8.315
H -10.819 -25.785 -7.039
H -9.201 -24.196 -9.144
H -7.976 -23.332 -8.342
H -9.531 -23.206 -7.644
H -7.187 -27.262 -8.557
C -5.877 -26.821 -12.474
N -4.435 -26.650 -12.200
C -3.475 -27.013 -13.288
C -3.995 -26.196 -11.039
O -2.837 -26.272 -10.598
H -6.221 -26.219 -13.315
H -6.427 -26.459 -11.606
H -6.075 -27.891 -12.530
H -3.540 -28.061 -13.580
H -3.704 -26.448 -14.191
H -2.448 -26.673 -13.155
H -4.732 -25.689 -10.396